(1)
Entry from OMol25: C6H18AgIO6 as an isolated structure in a non-equilibrium geometry (the ωB97M-V functional and the def2-TZVPD basis).

Total charge: 0
HOMO energy (hartree): -0.2513
Gap between HOMO and LUMO (eV): 4.445
Multiplicity: 1
Energy (a.u.): -1135.300150
Energy above the lowest of the compared OMol25 structures with the same formula, charge and spin (kJ/mol): 423.5

Element x y z (Å)
Ag 8.416 13.760 -13.664
I 11.775 13.535 -16.618
C 5.269 9.832 -16.873
C 5.508 11.281 -17.350
O 5.289 12.214 -16.371
O 3.904 9.699 -16.723
H 5.713 9.744 -15.881
H 5.711 9.024 -17.455
H 4.935 11.547 -18.238
H 6.578 11.217 -17.547
H 4.378 12.203 -16.069
H 3.479 9.460 -17.550
C 7.188 14.185 -9.586
C 8.489 13.495 -9.129
O 9.044 12.629 -10.144
O 6.496 13.490 -10.615
H 7.365 15.248 -9.753
H 6.458 14.053 -8.788
H 8.411 12.804 -8.290
H 9.180 14.331 -9.021
H 9.306 11.878 -9.606
H 6.272 12.632 -10.248
C 9.040 19.070 -12.312
C 8.431 18.844 -13.734
O 7.489 17.779 -13.750
O 9.816 18.118 -11.732
H 8.214 19.199 -11.612
H 9.722 19.919 -12.267
H 9.149 18.568 -14.506
H 7.936 19.698 -14.196
H 7.293 17.567 -14.666
H 10.339 18.476 -11.011

Forces on the atoms, in the same order (eV/Å):
0.5559 -0.0328 -0.2975
-0.7092 0.0474 0.5932
0.1044 1.2398 -0.0276
1.4674 -2.1768 -0.6710
0.1281 1.1478 1.4113
-1.9787 -0.8792 0.7099
0.0194 0.0826 0.1366
0.0986 0.2631 -0.5250
0.0957 -0.3867 -0.3365
0.1885 0.9809 -0.4154
-0.1859 -0.2479 -0.1425
0.1259 0.0173 -0.0714
-1.0107 -1.6479 1.3462
0.5607 0.0880 -1.3370
-0.2938 0.1389 0.1342
0.5402 0.5813 -1.2174
-0.3144 -0.2709 -0.7292
0.3734 0.9331 0.8247
-0.4457 0.9599 0.6434
0.3396 -0.2938 0.8567
0.3510 -0.2844 -0.6966
-0.0096 -0.1074 -0.1682
-1.2362 2.0587 -0.3600
0.8807 -0.8722 -0.4926
-0.4249 -0.5327 0.8629
1.4061 -3.6206 0.0670
-0.5933 0.6998 -0.3057
-0.8917 1.0362 -0.8686
0.8918 0.1443 0.4071
0.1010 0.7391 0.9158
0.0080 0.0613 -0.0258
-0.1420 0.1338 -0.2210

***

(2)
Entry from OMol25: C6H18AlFO3Pb as an isolated structure in a non-equilibrium geometry (the ωB97M-V functional and the def2-TZVPD basis).

Total charge: +4
HOMO energy (hartree): -0.8920
Gap between HOMO and LUMO (eV): 4.562
Multiplicity: 1
Energy (a.u.): -998.263863

Element x y z (Å)
Al -3.355 -3.457 2.124
Pb -2.809 -2.672 -2.007
F -2.089 -1.528 0.023
C 1.473 1.512 1.968
C 0.920 0.379 1.226
O -0.274 -0.080 1.687
H 1.394 1.290 3.055
H 0.863 2.415 1.781
H 2.546 1.652 1.840
H 1.576 -0.562 1.138
H 1.013 0.445 0.076
H -0.726 -0.515 0.920
C -0.855 3.161 0.460
C -1.125 2.112 -0.645
O -2.326 1.468 -0.392
H -1.791 3.747 0.520
H 0.028 3.764 0.225
H -0.700 2.814 1.502
H -0.283 1.339 -0.516
H -1.172 2.467 -1.673
H -2.184 0.703 0.202
C 2.000 -2.149 -1.589
C 0.551 -2.041 -1.128
O -0.107 -3.316 -1.454
H 2.416 -3.144 -1.446
H 2.614 -1.357 -1.160
H 1.994 -2.016 -2.676
H 0.046 -1.188 -1.595
H 0.488 -2.020 -0.039
H -0.125 -3.222 -2.424

Forces on the atoms, in the same order (eV/Å):
-0.1988 -0.2305 0.6457
1.0834 0.4465 1.3458
-0.6328 -0.5006 -1.2348
1.0692 -1.5288 0.4860
-0.6073 0.5738 1.8210
0.1416 0.8052 -1.4269
-0.5254 0.3908 0.0363
0.0842 0.1229 0.2737
-0.0765 0.2827 -0.5940
0.4354 0.2367 -0.4263
-0.3492 0.0543 -0.7378
-0.2612 -1.0032 0.6180
1.2077 -0.1154 -0.3653
-2.8475 1.1615 0.5702
1.5906 -0.9755 -0.7287
-0.2168 -0.1815 -0.0368
-0.1323 -0.0880 -0.2525
-0.4993 0.0994 0.1676
1.1943 -0.1986 0.2363
0.5420 0.2485 -0.0377
-0.6699 0.4669 0.5422
-0.6559 0.2858 -0.9477
1.2190 -1.1676 0.7864
-1.8873 1.7077 -1.2966
0.0535 0.0917 0.5768
0.2090 -0.1529 0.0015
0.2792 0.1923 0.0407
-0.1393 -0.0198 0.1055
-0.1669 0.1571 -0.0416
0.7572 -1.1614 -0.1268

***

(3)
Entry from OMol25: a 5-piece molecular cluster, C6H18BCl8INO2PSi overall (the ωB97M-V functional and the def2-TZVPD basis).

Structure (SMILES): C[Si@@](I)(CB(O)O)[PH2]=N.ClCCl.ClCCl.ClCCl.ClCCl
Total charge: 0
HOMO energy (hartree): -0.3150
Gap between HOMO and LUMO (eV): 8.646
Multiplicity: 1
Energy (a.u.): -5079.690498

Element x y z (Å)
C 0.502 -1.981 -0.212
Si 0.850 -0.603 -1.403
I 1.406 -1.593 -3.587
C -0.543 0.627 -1.645
B -1.698 0.518 -0.588
O -2.979 0.209 -0.978
O -1.492 0.714 0.746
P 2.814 0.349 -0.758
N 3.601 -0.609 0.215
H 0.287 -2.894 -0.767
H 1.400 -2.149 0.388
H -0.327 -1.758 0.458
H -0.949 0.502 -2.650
H -0.102 1.631 -1.615
H -3.346 -0.553 -0.519
H -0.601 1.011 0.955
H 3.481 0.712 -1.941
H 2.507 1.591 -0.149
H 4.511 -0.876 -0.142
Cl 2.414 -3.292 -6.827
C 3.352 -4.235 -5.660
Cl 2.373 -5.459 -4.845
H 4.152 -4.735 -6.192
H 3.742 -3.556 -4.911
Cl -1.076 2.183 3.781
C -2.828 2.058 3.607
Cl -3.610 1.499 5.094
H -3.220 3.038 3.366
H -3.036 1.347 2.817
Cl 1.933 3.099 -2.831
C 3.456 3.924 -2.454
Cl 4.504 4.063 -3.865
H 3.221 4.917 -2.094
H 3.974 3.347 -1.696
Cl -6.398 0.100 8.764
C -5.760 -0.549 7.248
Cl -4.786 -2.002 7.493
H -6.595 -0.801 6.607
H -5.133 0.206 6.791

Forces on the atoms, in the same order (eV/Å):
0.1628 -0.0816 0.0944
-0.2278 0.0100 -0.3751
0.0365 0.0828 0.0710
-0.0363 0.4102 -0.1164
-0.1190 0.0099 -0.1525
0.2063 -0.5701 -0.3782
0.1432 0.1044 0.3106
0.4090 -0.5156 0.5405
-0.0089 -0.0448 -0.2602
-0.0656 -0.0303 0.0359
0.0248 -0.0322 -0.0056
-0.0347 0.0298 0.0151
0.0111 -0.0335 -0.0097
0.0487 -0.0451 0.0355
-0.2923 0.3020 0.2501
-0.0278 -0.0569 0.1929
-0.1559 0.2737 -0.1225
-0.1110 0.2027 -0.2366
-0.0108 -0.0334 0.1991
0.0061 -0.0005 -0.0075
0.0316 0.0044 0.0160
-0.0035 -0.0068 0.0017
-0.0061 -0.0161 -0.0219
-0.0248 0.0144 0.0181
0.0833 0.0272 0.0372
-0.0549 -0.0485 -0.1378
0.0498 0.0418 -0.0320
0.0032 0.0265 0.0369
0.0277 -0.0178 -0.0011
-0.0360 0.0405 -0.0544
0.0299 -0.0036 0.0395
0.0069 -0.0052 -0.0064
-0.0191 0.0192 -0.0205
-0.0026 -0.0212 0.0024
-0.0032 0.0018 0.0007
0.0035 0.0106 -0.0162
0.0033 -0.0095 -0.0023
-0.0190 -0.0167 0.0077
-0.0282 -0.0223 0.0516

***

(4)
Entry from OMol25: a 2-piece molecular cluster, C6H18BO5P overall in a non-equilibrium geometry (the ωB97M-V functional and the def2-TZVPD basis).

Structure (SMILES): CCOB(O)[PH4].CCOC(=O)OC
Total charge: 0
HOMO energy (hartree): -0.2865
Gap between HOMO and LUMO (eV): 8.138
Multiplicity: 1
Energy (a.u.): -981.745296

Element x y z (Å)
C 1.177 -0.646 -2.571
C -0.030 0.212 -3.100
O -0.906 0.398 -1.991
B -2.262 0.502 -2.390
O -2.781 1.834 -2.530
P -3.470 -0.992 -2.700
H 1.631 -1.269 -3.352
H 0.758 -1.252 -1.747
H 1.916 0.020 -2.096
H -0.494 -0.315 -3.953
H 0.396 1.166 -3.458
H -2.754 2.185 -1.635
H -2.712 -1.469 -3.834
H -3.256 -1.396 -1.323
H -4.577 -0.105 -2.952
H -4.343 -2.162 -2.866
C 0.343 1.291 1.075
C 0.223 -0.151 1.522
O 1.445 -0.628 2.101
C 1.690 -0.208 3.340
O 0.989 0.506 4.002
O 2.868 -0.710 3.719
C 3.301 -0.259 5.001
H 1.193 1.413 0.402
H -0.564 1.608 0.559
H 0.507 1.958 1.922
H 0.030 -0.784 0.657
H -0.607 -0.290 2.218
H 2.542 -0.441 5.761
H 3.551 0.801 4.960
H 4.196 -0.821 5.258

Forces on the atoms, in the same order (eV/Å):
-0.9200 0.5731 0.3790
1.9395 -0.8249 0.1735
-1.4751 0.0232 -0.5650
1.0747 2.3019 -0.2683
0.0530 -1.9596 0.5911
-0.5082 -0.5595 -0.2417
-0.0575 0.2207 0.3058
0.3397 -0.1085 -0.5753
-0.1162 -0.3097 -0.3651
-0.1353 0.2472 0.3731
-0.6192 -0.1640 0.0951
0.2495 0.8068 0.0450
0.0989 -0.0762 -0.0054
0.0325 -0.0872 0.0328
0.1322 -0.1545 0.0132
-0.0904 0.0568 0.0397
0.2161 0.2120 0.2232
-0.4432 0.2264 -0.3460
-0.0033 -0.1568 0.0088
0.2157 -0.1063 -0.2510
-0.1871 0.1227 0.1836
0.0036 -0.0466 0.0242
0.2196 0.0063 0.2979
-0.1059 -0.0816 -0.1255
0.0354 -0.0753 -0.0610
-0.0959 -0.0827 0.0444
0.2122 -0.1003 0.0790
0.1537 0.0578 0.1310
-0.0482 0.1081 -0.0843
-0.1325 -0.0008 0.0571
-0.0383 -0.0688 -0.2088

***

(5)
Entry from OMol25: a 2-piece molecular cluster, C6H18BrPSi2 overall in a non-equilibrium geometry (the ωB97M-V functional and the def2-TZVPD basis).

Total charge: 0
HOMO energy (spin up / spin down) (hartree): -0.2987 / -0.2987
Gap between HOMO and LUMO (spin up / spin down) (eV): 4.147 / 4.150
Multiplicity: 1
Energy (a.u.): -3733.662045
Energy above the lowest of the compared OMol25 structures with the same formula, charge and spin (kJ/mol): 240.8

Element x y z (Å)
C -2.134 1.796 0.162
C 0.444 3.273 1.275
C 0.329 1.454 -1.357
C 1.620 -1.603 -1.057
C -1.451 -1.733 -0.622
C 0.140 -3.220 1.342
Si -0.319 1.804 0.446
Si 0.260 -1.661 0.238
P 0.216 0.051 1.787
Br 4.153 0.807 -0.095
H -2.243 0.768 -0.198
H -2.909 1.914 0.947
H -2.478 2.512 -0.626
H 1.119 2.931 2.101
H 1.166 3.654 0.588
H -0.188 4.037 1.559
H 0.240 2.163 -2.235
H 1.393 1.099 -1.307
H -0.390 0.642 -1.699
H 2.432 -0.992 -0.689
H 2.140 -2.508 -1.130
H 1.266 -1.118 -1.931
H -2.145 -1.837 0.164
H -1.871 -0.928 -1.187
H -1.236 -2.564 -1.233
H 0.876 -3.244 2.193
H -0.840 -3.499 1.753
H 0.412 -3.999 0.808

Forces on the atoms, in the same order (eV/Å):
-1.8723 0.0402 0.2170
2.0974 -2.1318 0.3465
-0.3900 -0.6535 -0.3634
-0.1824 1.0549 2.0846
1.2936 1.6075 0.9033
-0.1306 3.4829 3.1382
0.8417 0.8735 -1.7420
-0.7426 -0.3984 0.0521
0.5880 -0.1363 -0.5403
-0.7114 0.0033 0.4327
-0.4803 0.2104 -0.3235
0.8357 -0.0709 0.0074
0.7004 -0.6229 0.3211
-0.8301 0.3823 -0.2672
0.4740 0.4980 -0.7933
-1.4217 1.4920 0.8146
0.1080 -0.0801 1.5187
-0.9782 0.1882 -0.1904
1.1702 0.4499 0.3943
0.1301 0.6640 0.2497
0.1829 -1.8105 -0.7526
-0.2962 -0.1082 -1.0675
-1.0061 -1.0735 0.8085
0.3643 0.5093 -0.7506
-0.5140 -1.3649 -0.7287
-0.6841 0.3746 -0.6370
0.0817 0.6205 -0.1107
1.3718 -4.0004 -3.0215

***

(6)
Entry from OMol25: C6H18Cl3CrN4Si as an isolated structure (the ωB97M-V functional and the def2-TZVPD basis).

Total charge: +1
HOMO energy (spin up / spin down) (hartree): -0.4283 / -0.4243
Gap between HOMO and LUMO (spin up / spin down) (eV): 8.824 / 8.652
Multiplicity: 5
Energy (a.u.): -3172.976488

Element x y z (Å)
Cr 0.006 -0.976 -0.554
N 1.952 -0.205 -1.058
C 2.317 0.946 -0.173
C 1.479 0.916 1.091
N 0.033 0.785 0.764
C -0.528 2.001 0.115
C -0.599 1.915 -1.404
N -1.180 0.628 -1.831
C -0.769 0.362 1.945
C -2.058 -0.298 1.499
N -1.747 -1.436 0.587
H 2.574 -0.996 -0.883
H 2.101 0.036 -2.032
H 2.157 1.869 -0.728
H 3.374 0.921 0.087
H 1.671 1.802 1.703
H 1.746 0.042 1.688
H 0.057 2.875 0.413
H -1.531 2.160 0.513
H 0.393 1.985 -1.845
H -1.160 2.774 -1.777
H -1.067 0.502 -2.832
H -2.184 0.618 -1.678
H -0.971 1.203 2.614
H -0.164 -0.355 2.503
H -2.685 0.403 0.947
H -2.637 -0.620 2.364
H -2.565 -1.693 0.043
H -1.512 -2.278 1.115
Cl 0.398 -4.632 -2.515
Si 0.630 -3.360 -0.915
Cl 2.707 -3.470 -0.469
Cl -0.237 -4.426 0.702

Forces on the atoms, in the same order (eV/Å):
-0.2530 0.2943 -0.2374
0.0450 0.0096 0.2402
0.0243 -0.1351 -0.2239
-0.3211 -0.0742 0.0053
0.0351 -0.0135 0.0636
0.0757 -0.1276 0.2751
0.0054 -0.0028 -0.1304
0.0309 -0.0540 0.0144
0.2649 0.1041 -0.1776
-0.0864 -0.2037 -0.1916
0.1194 0.0805 0.1790
0.0129 -0.0269 0.0392
0.0209 0.0223 -0.0322
-0.0278 0.0285 0.0356
0.0166 -0.0237 0.0228
0.0116 0.0627 -0.0168
0.0644 -0.0131 -0.0256
-0.0034 0.0524 -0.0502
-0.0292 -0.0129 -0.0445
0.0130 -0.0263 -0.0009
-0.0374 0.0258 0.0224
0.0409 0.0331 -0.0062
-0.0031 0.0340 0.0486
-0.0419 0.0382 0.0014
-0.0423 -0.0399 0.0250
0.0102 0.0362 0.0041
0.0205 -0.0226 0.0396
-0.0300 -0.0004 -0.0132
0.0131 -0.0147 0.0337
-0.0359 0.0970 -0.0484
0.2104 -0.2541 0.3180
-0.1537 0.0531 -0.0723
0.0298 0.0737 -0.0966

***

(7)
Entry from OMol25: C6H18ClO6Sr as an isolated structure in a non-equilibrium geometry (the ωB97M-V functional and the def2-TZVPD basis).

Total charge: +1
HOMO energy (hartree): -0.4135
Gap between HOMO and LUMO (eV): 4.313
Multiplicity: 1
Energy (a.u.): -1181.425910
Energy above the lowest of the compared OMol25 structures with the same formula, charge and spin (kJ/mol): 109.2

Element x y z (Å)
Sr -2.542 -4.543 -0.471
Cl -0.894 -2.055 -0.331
C -1.439 1.887 -1.651
C -2.377 0.931 -2.404
O -3.036 0.079 -1.512
O -0.288 1.121 -1.264
H -1.889 2.193 -0.707
H -1.016 2.754 -2.159
H -1.929 0.229 -3.108
H -3.105 1.593 -2.872
H -2.498 -0.643 -1.180
H -0.477 0.294 -0.814
C -0.213 2.632 2.252
C -0.806 1.320 2.869
O -1.537 0.568 1.794
O 0.874 2.289 1.490
H -0.152 3.372 3.050
H -0.918 3.102 1.567
H -1.608 1.571 3.563
H -0.074 0.653 3.326
H -1.032 -0.173 1.451
H 0.449 1.900 0.722
C 3.146 -2.173 0.402
C 2.955 -1.793 -1.130
O 2.019 -2.757 -1.778
O 2.022 -1.887 1.241
H 4.000 -1.659 0.843
H 3.547 -3.187 0.428
H 3.870 -1.974 -1.694
H 2.608 -0.784 -1.355
H 1.127 -2.589 -1.464
H 1.212 -2.270 0.896

Forces on the atoms, in the same order (eV/Å):
1.1054 1.7575 0.0773
-1.1800 -1.9121 -0.0238
0.8799 -2.0010 0.7079
0.2091 1.0232 0.0596
-1.6296 -0.3032 1.0057
1.3853 0.4120 -0.0278
-0.6693 0.2935 -0.2486
-0.4062 -0.1987 -0.3969
0.7063 0.9358 -0.5794
-0.4079 -0.5066 -0.2692
0.4865 0.3501 -0.1981
-0.5815 0.1837 0.0165
-2.1192 -1.3099 0.9202
-1.4542 0.3309 -1.7028
0.4438 0.6863 0.7654
1.5049 0.2929 -0.2114
1.2708 -0.0300 0.0727
-0.8116 -0.1923 0.1947
0.1465 -0.0662 0.2194
0.1850 0.3650 -0.0167
0.3839 0.0879 0.3186
0.4880 -0.2166 -0.6842
0.2340 0.9110 -1.3715
-0.8254 -1.7060 0.4865
0.8338 0.5635 0.6253
0.6634 -0.2303 -0.2328
-0.2465 0.7188 -0.1443
-0.8516 -0.6090 0.0247
0.1480 0.1201 0.3324
-0.0134 0.0801 0.4790
-0.0078 0.3389 0.0663
0.1293 -0.1693 -0.2650

***

(8)
Entry from OMol25: C6H18F2KNO12P2S2 as an isolated structure in a non-equilibrium geometry (the ωB97M-V functional and the def2-TZVPD basis).

Total charge: 0
HOMO energy (hartree): -0.3483
Gap between HOMO and LUMO (eV): 9.169
Multiplicity: 1
Energy (a.u.): -3475.925365
Energy above the lowest of the compared OMol25 structures with the same formula, charge and spin (kJ/mol): 253.6

Element x y z (Å)
K -0.758 -0.012 -0.115
N -2.961 1.599 0.405
S -3.747 2.826 0.079
O -3.069 4.146 0.048
O -5.221 2.903 0.176
F -3.639 2.568 -1.493
S -3.177 1.806 2.040
O -4.444 1.240 2.555
O -2.660 3.016 2.663
F -2.084 0.737 2.557
C -1.248 -4.646 0.204
O -1.550 -4.383 -1.180
P -0.405 -3.676 -2.123
O 0.145 -2.368 -1.735
O -1.110 -3.695 -3.581
C -1.892 -4.792 -4.166
O 0.831 -4.735 -2.196
C 2.069 -4.336 -2.742
H -1.923 -5.439 0.525
H -1.594 -3.816 0.821
H -0.208 -4.959 0.303
H -1.420 -5.024 -5.121
H -2.899 -4.444 -4.394
H -1.869 -5.754 -3.654
H 2.217 -3.299 -2.441
H 2.046 -4.468 -3.824
H 2.912 -4.966 -2.459
C 4.160 4.027 1.800
O 3.533 2.960 1.151
P 1.969 2.731 1.428
O 1.293 1.621 0.730
O 1.660 2.780 3.024
C 2.123 1.581 3.807
O 1.378 4.182 0.953
C 0.525 4.264 -0.203
H 4.978 3.707 2.445
H 3.504 4.599 2.456
H 4.543 4.800 1.134
H 2.908 1.828 4.522
H 2.781 0.919 3.244
H 1.288 1.020 4.225
H -0.553 4.412 -0.136
H 0.778 3.446 -0.878
H 0.791 5.099 -0.852

Forces on the atoms, in the same order (eV/Å):
0.2835 0.1016 -0.0663
1.4606 -2.4280 4.7188
-4.8593 9.2460 -8.3179
-0.6802 -2.5633 1.6328
2.9904 -0.9366 1.4314
0.0910 -0.8033 -1.0227
-0.9964 -2.0610 5.5866
2.9936 1.3007 -1.6624
-0.8912 -1.5348 -1.6631
0.1241 -0.3352 -0.8025
-0.7607 -0.2966 -0.0105
1.7744 0.8549 -1.3258
-0.3073 -1.7681 -0.8924
-0.9149 0.3261 0.2257
0.0728 -0.4710 1.5031
0.7481 0.1414 -0.6889
-2.0229 -0.5167 0.7549
0.4669 0.6185 -0.7262
0.2615 -0.3385 -0.3068
0.7165 0.3590 -0.0743
-0.1098 0.2631 0.3468
0.0930 0.3071 -0.0776
0.0953 0.0214 0.4878
-0.1029 0.4612 0.7195
0.4847 -0.0527 -0.3215
-0.2212 0.4585 -0.1649
-0.4216 -0.1240 0.7836
0.6792 1.8386 1.2957
-1.1386 -1.5305 0.0598
-1.9889 2.4226 -0.0541
0.9554 -0.3664 0.1171
1.4585 -1.5024 -0.4294
0.8662 0.4456 -0.7944
-0.1279 -1.0438 0.7563
0.5757 0.0277 -1.9030
0.0472 -0.4381 -0.2607
-0.3884 -0.2643 0.0362
0.0016 -0.4860 -0.5670
-0.8153 0.9780 0.6568
-0.6973 -0.2660 -0.9989
0.0331 0.4688 -0.0997
-0.0167 -0.6304 1.2611
-0.4775 -0.4209 0.2325
0.6656 0.5380 0.6246